Computed, not measured: a gas-phase ion, C4H9N4O3S (charge +1), with the ωB97M-V functional and the def2-TZVPD basis.

Structure (SMILES): O=S(=O)(O)CCCc1nn[nH][nH+]1
Total energy in Ha: -1000.42588
Energy relative to the best compared isomer or geometry (same formula, charge and spin) in kcal/mol: 3.70
Highest occupied orbital energy in eV: -14.595
Net charge: +1
Frontier orbital gap in eV: 9.752

Structure (XYZ):
```
21
Properties=species:S:1:pos:R:3:lowdin_charge:R:1
O 3.876 -0.423 -0.018 -0.230
S 2.740 0.413 0.103 0.600
O 2.256 0.842 1.384 -0.277
O 2.939 1.718 -0.782 -0.142
C 1.395 -0.363 -0.798 -0.218
C 0.480 -1.184 0.112 -0.192
C -0.388 -0.386 1.095 -0.092
C -1.730 -0.004 0.603 -0.222
N -2.725 0.492 1.364 0.145
N -3.748 0.728 0.597 0.113
N -3.435 0.397 -0.611 0.067
N -2.183 -0.071 -0.647 0.189
H 3.058 2.487 -0.202 0.112
H 0.873 0.408 -1.367 0.102
H 1.891 -1.026 -1.509 0.116
H 1.083 -1.893 0.679 0.134
H -0.152 -1.807 -0.532 0.116
H -0.549 -0.937 2.024 0.150
H 0.114 0.538 1.403 0.124
H -4.060 0.476 -1.407 0.207
H -1.734 -0.404 -1.491 0.199
```